C3H3N4 as an isolated structure at a distorted geometry, computed with ωB97M-V with the def2-TZVPD basis set.

Geometry as XYZ:
```
10
Properties=species:S:1:pos:R:3:forces:R:3:mulliken_charge:R:1
N -1.67118 0.10417 0.41537 1.70 1.39 0.58 -0.288
N -0.03587 -1.84529 0.17843 -1.50 1.69 -1.03 -0.073
N 1.02945 -1.28844 0.14309 0.38 0.14 0.58 -0.012
N 2.01149 2.04622 0.19835 1.68 2.40 1.07 -0.165
C -0.68534 -0.38201 -0.26989 -0.75 -2.02 1.20 0.393
C 1.39515 1.19230 -0.19351 -2.38 -1.81 -0.93 -0.106
C 0.65777 0.03343 -0.64617 2.73 -0.34 0.44 0.255
H -1.68055 1.10579 0.83516 -0.19 -2.04 -1.09 0.343
H -2.18444 -0.64285 0.87570 -0.69 0.40 0.11 0.331
H 1.16352 -0.32333 -1.53652 -0.99 0.17 -0.95 0.322
```
Positions in Å, forces in eV/Å.

Summary:
Energy relative to the best compared isomer or geometry (same formula, charge and spin) ... 68.9 kcal per mole
Largest force on an atom ... 0.0608 Eh/bohr
Charge ... +1
Frontier orbital gap ... 0.3559 Eh
HOMO level ... -16.22 eV
Energy ... -334.6969 Ha